# 1
The following is a quantum chemistry calculation of C3H4OS as an isolated structure at a distorted geometry, from the OMol25 dataset.

XYZ file:
```
9
Properties=species:S:1:pos:R:3:forces:R:3
C 0.099 -1.180 0.076 -2.1 -6.6 0.1
C 0.610 1.185 0.151 2.0 0.9 -1.6
C -0.660 0.819 0.013 -5.4 3.6 -2.9
H 0.134 -1.581 1.141 -0.2 1.0 -1.2
H -0.270 -2.390 -0.527 2.1 3.7 1.3
H 1.153 2.226 -0.087 -2.0 -2.4 0.9
H -1.589 1.638 -0.491 3.1 -2.3 2.3
O -1.197 -0.482 -0.146 5.0 2.3 0.9
S 1.720 -0.235 -0.131 -2.5 -0.2 0.1
```
Positions in Å, forces in eV/Å.

These are the Mulliken partial charges, in e, on atoms 1 to 5: atom 1 (C): -0.366, atom 2 (C): -0.148, atom 3 (C): -0.176, atom 4 (H): 0.310, atom 5 (H): 0.250

---

# 2
The following is a quantum chemistry calculation of a single C3H4OS molecule at a distorted geometry, from the OMol25 dataset.

XYZ file:
```
9
Properties=species:S:1:pos:R:3:forces:R:3
C -0.028 -0.426 -0.253 -0.9 -1.1 0.8
C -0.869 0.737 -0.499 2.1 3.8 -0.4
S -2.505 0.943 0.391 0.0 -0.1 -0.8
C -2.063 0.576 -1.245 -4.4 -4.6 -7.0
O -2.586 -0.086 -2.400 3.5 4.8 7.6
H 0.684 -0.221 0.529 0.0 -0.1 0.6
H 0.556 -0.695 -1.129 -0.4 -0.4 -0.2
H -0.867 -1.090 0.066 1.6 -1.0 -0.2
H -0.239 1.710 -0.531 -1.6 -1.3 -0.3
```
Positions in Å, forces in eV/Å.

Computed properties:
Structure (SMILES): C[C@@H]1SC1=O

These are the Mulliken partial charges, in e, on atoms 1 to 5: atom 1 (C): -0.839, atom 2 (C): -0.067, atom 3 (S): -0.067, atom 4 (C): 0.327, atom 5 (O): -0.524

---

Calculated molecular weight, 88.1, 88.1 g/mol (same order as the records).
Calculated energy relative to the best compared isomer or geometry (same formula, charge and spin), 4.0961, 2.6174 eV (same order as the records).